Entry 1:
Density functional theory data (ωB97M-V/def2-TZVPD) for a 2-piece molecular cluster, C23H51Cl4N6OP2S2 overall.

Computed properties:
HOMO-LUMO gap	0.2802	hartree
HOMO	-10.97	eV
total charge	+1
LUMO	-3.345	eV

Each line ends with the Mulliken charge.
Atoms and positions in Å:
C1 0.335876 2.310475 -8.137083  -1.203
C2 -0.149307 1.475938 -6.953993  -0.182
S1 -0.012892 2.429062 -5.407419  -0.108
C3 -1.197226 1.544183 -4.363864  -0.887
C4 -2.480886 2.302054 -3.836819  2.691
P1 -2.494708 4.071121 -4.431478  0.361
N1 -1.399227 5.108931 -4.054113  -0.837
C5 -2.425369 2.118179 -2.342890  -1.495
C6 -1.449090 2.785615 -1.433411  -1.411
C7 -2.090448 4.044286 -0.699227  0.459
N2 -1.079462 5.068548 -0.736233  -0.697
N3 -2.392882 3.819398 0.704692  -0.604
N4 -3.305787 4.406829 -1.434516  -0.393
N5 -3.259533 1.226843 -1.936583  0.433
C8 -3.321826 0.654055 -0.576837  -1.579
C9 -2.404156 -0.556468 -0.381354  -0.586
C10 -1.654796 -0.490059 0.945137  -0.566
C11 -0.642031 -1.615953 1.121028  -0.852
C12 0.268637 -1.407386 2.343032  -0.693
C13 0.559552 -2.674101 3.173630  -0.774
C14 2.050795 -2.988890 3.401945  -0.445
C15 2.427777 -3.008157 4.879962  -0.086
C16 3.902115 -3.311036 5.130770  -0.759
C17 4.320410 -4.721793 4.682171  -0.970
C18 5.073711 -4.779400 3.347892  -0.475
C19 6.585241 -4.757775 3.479885  -0.816
O1 7.009807 -3.412520 3.600001  -0.252
C20 8.411322 -3.282626 3.550057  -0.766
C21 -4.230590 0.815674 -2.953681  -0.775
P2 -4.666740 -0.981760 -3.030872  0.188
S2 -6.152504 -1.497918 -1.926402  -0.308
C22 -3.769771 1.506747 -4.243770  -0.254
N6 -4.864473 2.343089 -4.718328  -0.703
H1 1.397192 2.157474 -8.327929  0.318
H2 -0.208410 2.040631 -9.041524  0.356
H3 0.178943 3.375962 -7.966276  0.330
H4 -1.195292 1.193662 -7.077376  0.197
H5 0.444484 0.567595 -6.853715  0.359
H6 -0.646360 1.136376 -3.511930  0.328
H7 -1.540014 0.685266 -4.940091  0.584
H8 -3.792539 4.450914 -4.122148  0.148
H9 -2.610356 3.773093 -5.805112  0.097
H10 -0.536865 4.767358 -3.649762  0.284
H11 -0.620717 3.134212 -2.043201  0.393
H12 -1.040313 2.092352 -0.699239  0.355
H13 -1.054886 5.524444 -1.644836  0.314
H14 -1.282624 5.758892 -0.020375  0.319
H15 -3.343222 3.507327 0.856346  0.303
H16 -1.760121 3.180057 1.170241  0.235
H17 -3.412641 5.414147 -1.467807  0.287
H18 -4.147841 4.002749 -1.039419  0.214
H19 -3.048205 1.450357 0.113016  0.295
H20 -4.369660 0.400304 -0.410023  0.670
H21 -1.679738 -0.608799 -1.202311  0.352
H22 -2.992281 -1.477880 -0.417995  0.622
H23 -2.374544 -0.529245 1.769786  0.293
H24 -1.138892 0.475912 1.025127  0.355
H25 -1.173932 -2.566903 1.212976  0.406
H26 -0.041109 -1.686142 0.208186  0.279
H27 -0.183266 -0.641546 2.981939  0.341
H28 1.216307 -0.982520 2.003200  0.378
H29 0.079013 -2.568460 4.150390  0.398
H30 0.075810 -3.530768 2.698235  0.416
H31 2.301970 -3.951661 2.948967  0.201
H32 2.677867 -2.249361 2.892035  0.328
H33 2.174320 -2.036870 5.314061  -0.111
H34 1.812406 -3.751003 5.402031  0.314
H35 4.523016 -2.569560 4.616478  0.401
H36 4.107146 -3.186291 6.196700  0.246
H37 4.953554 -5.158678 5.459501  0.473
H38 3.433881 -5.361521 4.624804  0.434
H39 4.777909 -5.656954 2.768257  0.440
H40 4.811063 -3.901605 2.748226  0.251
H41 7.067840 -5.225818 2.610966  0.422
H42 6.898773 -5.318371 4.373200  0.367
H43 8.903224 -3.876282 4.330909  0.311
H44 8.642886 -2.231389 3.709954  0.232
H45 8.807262 -3.596042 2.575984  0.294
H46 -5.192050 1.249792 -2.648355  0.474
H47 -3.434920 -1.617542 -2.812475  0.084
H48 -4.812864 -1.097039 -4.422231  0.126
H49 -3.468961 0.763235 -4.990480  0.322
H50 -4.737778 2.612271 -5.688770  0.284
H51 -5.747707 1.844899 -4.679973  0.257
C23 1.362012 0.256705 7.998595  0.324
Cl1 1.777329 1.970054 8.031112  -0.096
Cl2 0.328909 -0.132454 9.371361  -0.093
Cl3 0.498687 -0.108042 6.493612  -0.078
Cl4 2.834764 -0.712486 8.065824  -0.089

Force components x, y, z for each atom (eV/Å):
0.07 0.09 -0.03
0.00 -0.08 -0.02
-0.02 0.15 -0.07
0.05 -0.16 0.26
0.17 -0.29 0.21
0.26 0.25 -0.11
-0.25 -0.33 0.69
0.22 0.30 -0.06
-0.14 0.02 -0.16
0.22 -0.07 0.09
-0.15 0.18 -0.07
-0.26 -0.31 -0.08
-0.02 -0.03 -0.12
-0.15 -0.40 0.05
-0.22 0.27 0.09
0.07 -0.14 -0.10
-0.01 0.00 0.10
-0.02 -0.02 -0.03
0.05 0.07 -0.02
-0.01 0.00 -0.02
0.00 -0.04 0.00
0.09 0.05 -0.04
0.01 0.03 0.00
0.05 -0.01 0.14
-0.06 0.16 -0.12
0.07 0.02 0.08
-0.01 -0.01 -0.01
0.03 0.01 0.08
-0.27 0.38 0.14
-0.02 -0.14 0.06
0.14 0.03 0.01
-0.09 0.07 -0.25
-0.04 -0.12 -0.14
-0.02 0.03 0.06
0.05 -0.07 0.01
-0.06 -0.01 -0.01
-0.01 0.06 -0.01
-0.10 -0.03 -0.03
0.00 0.00 -0.03
0.06 -0.04 0.05
-0.01 0.23 0.03
-0.08 -0.08 -0.08
0.11 0.12 -0.42
0.05 0.10 0.01
-0.01 -0.04 -0.02
0.07 -0.09 -0.06
0.03 -0.08 -0.04
0.06 0.07 0.03
0.13 0.19 0.01
-0.02 -0.06 0.03
0.01 0.08 0.07
-0.04 -0.08 -0.03
0.04 0.00 0.09
0.00 0.05 0.03
0.03 0.02 -0.05
0.03 0.09 0.00
0.00 -0.03 -0.03
-0.05 0.04 -0.02
0.03 -0.08 0.04
0.01 -0.05 0.03
-0.04 0.06 0.01
-0.02 -0.05 -0.03
0.01 0.01 0.01
-0.01 0.00 0.00
-0.03 0.00 0.01
0.02 -0.03 0.01
0.01 0.02 -0.02
-0.01 -0.03 0.04
-0.03 -0.02 0.00
-0.02 -0.09 -0.07
-0.01 0.05 0.05
0.04 -0.06 0.10
-0.05 -0.13 -0.10
-0.03 0.07 -0.03
0.04 -0.05 -0.08
-0.04 0.02 -0.01
0.03 -0.02 -0.02
-0.03 0.00 0.02
0.05 0.05 -0.02
0.11 -0.03 -0.12
0.01 -0.07 -0.08
-0.07 -0.04 0.03
0.04 0.01 0.04
0.03 0.04 0.03
0.03 -0.03 -0.01
0.00 0.02 0.00
-0.01 0.00 0.01
-0.08 0.05 -0.02
0.01 0.00 0.01



Entry 2:
Density functional theory data (ωB97M-V/def2-TZVPD) for C23H51N11O2Ti as an isolated structure.

Computed properties:
energy relative to the best compared isomer or geometry (same formula, charge and spin)	0.000	eV
HOMO-LUMO gap	0.2599	hartree
HOMO	-19.52	eV
total charge	+4
LUMO	-12.445	eV

Each line ends with the Mulliken charge.
Atoms and positions in Å:
Ti1 -0.580933 0.060490 0.828160  -0.436
N1 -2.535622 0.934360 1.670220  0.202
C1 -2.963334 0.828348 3.106348  -1.234
C2 -1.988668 0.024974 3.986363  -0.710
N2 -0.877863 -0.663073 3.252313  0.325
C3 0.412249 -0.545913 3.998784  -1.063
C4 1.555744 -0.599440 3.031927  -0.579
N3 1.265204 0.431557 1.998064  -0.745
C5 -1.223225 -2.110190 3.152755  -1.217
C6 -2.406470 -2.245975 2.248721  -0.682
N4 -2.001795 -1.632833 0.959585  -0.013
H1 -2.566354 1.909159 1.397871  0.381
H2 -3.260514 0.499560 1.109027  0.417
H3 -3.962397 0.406617 3.147049  0.505
H4 -3.051356 1.834014 3.498578  0.386
H5 -2.550672 -0.723091 4.543072  0.442
H6 -1.554282 0.680024 4.735615  0.656
H7 0.502752 -1.331093 4.748974  0.366
H8 0.426948 0.402617 4.532000  0.500
H9 1.641918 -1.566759 2.546752  0.290
H10 2.496863 -0.389467 3.535990  0.546
H11 2.019092 0.485949 1.318408  0.240
H12 1.261807 1.342034 2.450231  0.214
H13 -1.424463 -2.520634 4.142653  0.503
H14 -0.370243 -2.649454 2.737928  0.508
H15 -3.279006 -1.725949 2.637058  0.294
H16 -2.687593 -3.288804 2.112442  0.570
H17 -2.791368 -1.525116 0.337831  0.460
H18 -1.408374 -2.304391 0.487778  -0.195
C7 -1.986077 -3.092495 -1.692940  -1.089
N5 -1.319803 -2.154561 -2.580438  -0.036
C8 -1.244688 -2.566574 -3.998161  -0.477
C9 -1.058094 -1.252850 -4.737110  -0.842
N6 -0.897592 -0.276771 -3.643950  -0.023
C10 -0.462299 1.056238 -4.067722  -0.967
C11 -1.173674 -0.812572 -2.436871  0.243
N7 -1.337111 -0.137501 -1.259417  0.585
C12 -1.773161 1.269041 -1.393916  -2.352
C13 -0.653789 2.202608 -1.010680  0.012
N8 -0.228074 2.009669 0.407496  1.924
C14 0.422847 3.113230 0.917791  -0.171
N9 0.361069 3.537566 2.183798  -0.053
C15 -0.349387 2.983887 3.310529  -1.657
C16 1.136226 4.781503 2.380733  -0.652
C17 1.535678 5.152515 0.953263  -0.506
N10 1.181564 3.932383 0.189478  -0.093
C18 1.904317 3.631696 -1.053704  -0.818
H19 -2.258112 -3.967589 -2.276526  0.573
H20 -2.913795 -2.687600 -1.293708  0.364
H21 -1.327932 -3.455970 -0.904226  0.276
H22 -2.171980 -3.060905 -4.277434  0.526
H23 -0.429636 -3.272150 -4.153912  0.258
H24 -1.909237 -0.989044 -5.362253  0.401
H25 -0.167916 -1.240939 -5.362554  0.444
H26 0.153288 0.927019 -4.954842  0.397
H27 0.147194 1.544051 -3.323640  0.417
H28 -1.303254 1.692177 -4.346496  0.394
H29 -2.655435 1.438993 -0.778338  0.456
H30 -2.082722 1.531939 -2.396408  0.948
H31 -0.975813 3.230429 -1.182220  0.784
H32 0.186681 1.984924 -1.644946  -0.583
H33 -0.861781 2.082965 3.012749  0.603
H34 -1.072981 3.698757 3.704966  0.519
H35 0.352121 2.750112 4.114419  0.392
H36 1.982472 4.596942 3.041950  0.396
H37 0.499461 5.534948 2.838558  0.336
H38 2.597996 5.355536 0.852254  0.353
H39 0.982577 6.008134 0.572530  0.367
H40 2.885819 4.092564 -0.978197  0.497
H41 1.404306 4.041434 -1.930015  0.305
H42 2.047090 2.562237 -1.162708  0.090
O1 0.641885 -1.425992 0.235225  0.030
C19 1.641296 -1.120209 -0.554417  0.498
O2 1.887745 0.020738 -0.922473  -0.712
C20 2.542576 -2.280844 -0.957548  -0.744
N11 3.598141 -1.760121 -1.910995  0.022
C21 3.322226 -2.382446 -3.268515  -0.465
C22 2.786771 -3.750390 -2.888719  -0.888
C23 1.865905 -3.458764 -1.692346  0.444
H43 3.050351 -2.616395 -0.053916  0.307
H44 4.528388 -2.035391 -1.596765  0.459
H45 3.557734 -0.738544 -1.924617  0.293
H46 4.235106 -2.376275 -3.856505  0.440
H47 2.571586 -1.756519 -3.752518  0.177
H48 3.605649 -4.414143 -2.601780  0.334
H49 2.266960 -4.222707 -3.719477  0.405
H50 1.759643 -4.316862 -1.034112  0.565
H51 0.873671 -3.158605 -2.030170  -0.639

Force components x, y, z for each atom (eV/Å):
-0.22 -0.09 0.67
0.05 -0.23 -0.10
0.17 -0.05 -0.12
0.09 0.00 -0.04
0.12 -0.08 -0.17
-0.27 -0.02 0.11
0.04 0.18 -0.16
-0.06 -0.14 -0.13
0.14 0.12 0.04
-0.07 0.01 -0.19
0.24 -0.18 0.17
0.04 0.16 0.01
-0.09 0.01 -0.06
-0.06 -0.09 -0.03
-0.06 0.13 0.08
-0.02 0.00 0.09
0.07 0.06 -0.02
-0.05 -0.04 0.09
0.00 0.05 -0.01
-0.02 -0.08 -0.08
0.09 0.01 0.04
0.05 0.02 -0.12
-0.05 0.07 0.05
0.00 -0.01 0.08
0.06 -0.02 -0.03
-0.04 -0.01 0.01
-0.02 -0.06 0.00
-0.13 0.11 -0.07
0.04 -0.13 -0.10
0.01 0.04 -0.07
-0.03 -0.06 0.06
0.00 0.08 0.09
0.08 0.07 0.11
-0.03 0.13 -0.02
-0.10 -0.19 -0.05
-0.05 0.15 0.00
0.21 0.32 0.22
0.20 -0.05 -0.02
-0.25 0.39 0.25
-0.03 -0.17 -0.26
0.10 -0.26 -0.26
0.07 0.02 0.20
-0.09 0.20 -0.01
-0.08 -0.07 -0.06
-0.02 -0.19 -0.03
0.17 0.11 -0.20
-0.08 0.11 0.15
-0.01 -0.02 -0.03
-0.03 0.03 0.02
0.04 -0.01 0.03
-0.03 -0.03 0.00
0.06 -0.02 0.02
-0.06 0.04 0.00
0.02 -0.01 -0.02
0.01 -0.01 -0.03
0.07 -0.01 0.05
-0.01 -0.01 0.00
-0.11 0.01 0.03
-0.15 -0.13 -0.17
0.04 0.10 0.11
0.19 0.05 -0.13
-0.08 -0.16 -0.06
-0.03 0.02 -0.02
0.03 0.03 0.04
0.04 -0.03 0.00
-0.03 0.01 0.04
0.04 -0.01 0.00
-0.04 0.02 -0.04
0.02 0.05 0.00
-0.05 0.03 0.02
0.00 -0.09 0.03
0.20 0.14 -0.24
-0.35 -0.11 0.15
0.03 -0.09 -0.02
0.09 -0.09 0.04
-0.10 -0.17 -0.02
-0.03 0.01 0.10
0.01 0.01 0.06
0.04 0.06 -0.08
0.04 -0.07 0.03
0.07 -0.01 0.02
-0.02 0.15 -0.04
0.03 -0.01 -0.02
0.01 -0.02 0.02
-0.03 0.03 -0.01
-0.01 -0.01 0.02
-0.02 -0.01 0.00
0.01 0.02 -0.02



- Which of these has the lowest total charge?
  C23H51Cl4N6OP2S2